a.
Molecular formula: C10H16
Method: DFT, ωB97M-V/def2-TZVPD

Last column: natural (NBO) charge in e.
CARTESIAN COORDINATES (ANGSTROEM)
C1 1.409 1.688 0.267  -0.625
C2 1.091 2.718 -0.803  -0.628
H1 1.481 0.647 -0.029  0.224
H2 2.353 1.983 0.743  0.178
H3 0.646 1.667 1.061  0.241
H4 2.035 3.185 -1.115  0.180
H5 0.292 3.477 -0.846  0.211
H6 0.791 2.195 -1.713  0.203
C3 0.681 -1.875 -0.464  -0.404
C4 0.629 -2.176 -1.952  -0.604
C5 -0.496 -1.210 0.197  -0.084
C6 -0.503 -1.312 1.608  -0.450
C7 -1.370 -0.351 -0.438  -0.250
C8 -1.236 -0.380 2.393  -0.263
C9 -2.146 0.539 0.321  -0.440
C10 -2.074 0.504 1.743  -0.277
H7 0.744 -2.901 -0.033  0.173
H8 1.585 -1.315 -0.218  0.182
H9 -0.121 -2.920 -2.215  0.193
H10 -0.012 -2.177 2.072  0.165
H11 -1.299 -0.196 -1.508  0.174
H12 -1.264 -0.441 3.469  0.177
H13 -2.689 1.371 -0.115  0.173
H14 -2.587 1.270 2.313  0.172
H15 1.580 -2.690 -2.148  0.186
H16 0.481 -1.300 -2.590  0.192

Properties
- Multiplicity: 2
- Orbital gap (spin up / spin down): 0.1105 / 0.2624 hartree
- Lowest unoccupied orbital energy (spin up / spin down): 0.1417 / 0.1398 Ha
- Net charge: -1

=====

b.
Molecular formula: C10H16
Method: DFT, ωB97M-V/def2-TZVPD

Last column: natural (NBO) charge in e.
CARTESIAN COORDINATES (ANGSTROEM)
C1 0.326 0.782 -1.683  -0.430
C2 1.215 2.015 -1.858  -0.618
C3 -0.997 0.983 -2.417  -0.609
H1 0.890 -0.089 -2.015  0.201
H2 0.095 0.643 -0.630  0.241
H3 0.604 2.910 -1.996  0.184
H4 -1.473 1.897 -2.055  0.189
H5 1.860 1.987 -2.740  0.185
H6 1.842 2.211 -0.986  0.207
H7 -0.847 1.076 -3.493  0.180
H8 -1.712 0.169 -2.265  0.209
C4 -1.751 0.489 1.886  -0.623
C5 0.694 -0.124 1.677  -0.401
C6 -0.687 -0.554 1.657  -0.147
C7 1.710 -1.037 1.464  -0.195
C8 -0.962 -1.847 1.195  -0.228
C9 1.435 -2.384 1.219  -0.385
C10 0.069 -2.762 1.018  -0.371
H9 0.868 0.955 1.654  0.168
H10 2.712 -0.662 1.375  0.174
H11 -2.773 0.181 1.683  0.192
H12 -1.470 1.398 1.325  0.167
H13 -1.999 -2.105 1.037  0.174
H14 2.221 -3.112 1.093  0.177
H15 -0.193 -3.812 0.914  0.175
H16 -1.675 0.794 2.940  0.185

Properties
- Multiplicity: 2
- Orbital gap (spin up / spin down): 0.1066 / 0.2585 hartree
- Lowest unoccupied orbital energy (spin up / spin down): 0.1402 / 0.1340 Ha
- Net charge: -1

=====

c.
Molecular formula: C10H16
Method: DFT, ωB97M-V/def2-TZVPD

Last column: natural (NBO) charge in e.
CARTESIAN COORDINATES (ANGSTROEM)
C1 -2.503 1.816 -0.482  -0.964
C2 0.055 1.916 2.407  -0.220
C3 -1.007 2.411 1.644  -0.355
C4 0.774 0.729 2.312  -0.287
C5 -1.426 1.472 0.653  -0.036
C6 0.289 -0.094 1.273  -0.205
C7 -0.842 0.161 0.487  -0.319
H1 0.464 2.492 3.258  0.184
H2 -1.505 3.297 1.718  0.213
H3 1.695 0.503 2.983  0.211
H4 0.709 -1.009 1.040  0.185
H5 -3.040 0.935 -0.786  0.199
H6 -1.938 2.236 -1.333  0.194
H7 -1.305 -0.527 -0.271  0.213
H8 -3.213 2.578 -0.143  0.198
C8 0.909 -2.691 -2.330  -0.469
C9 1.509 -1.541 -3.131  -0.679
C10 1.681 -2.845 -1.056  -0.634
H9 -0.210 -2.459 -2.113  0.194
H10 1.060 -3.521 -2.976  0.186
H11 2.534 -1.732 -2.829  0.183
H12 2.788 -2.892 -1.158  0.196
H13 1.329 -2.044 -0.363  0.210
H14 1.232 -0.521 -2.824  0.208
H15 1.470 -1.506 -4.217  0.197
H16 1.296 -3.821 -0.643  0.196

Properties
- Multiplicity: 2
- Orbital gap (spin up / spin down): 0.0873 / 0.3385 hartree
- Lowest unoccupied orbital energy (spin up / spin down): 0.1359 / 0.1308 Ha
- Net charge: -1

=====

Energy relative to the most stable one, in hartree: a 0.0186; b 0.0000; c 0.0571

=====

a.
Molecular formula: C3H4O4
Method: DFT, ωB97M-V/def2-TZVPD

Last column: natural (NBO) charge in e.
CARTESIAN COORDINATES (ANGSTROEM)
C1 0.384 0.804 -0.069  0.668
C2 0.510 -0.548 -0.450  -0.090
C3 -0.689 -1.358 0.453  0.502
O1 0.725 1.204 1.142  -0.616
O2 -0.238 1.732 -0.806  -0.656
O3 1.137 -1.482 0.274  -0.629
O4 -1.494 -2.017 -0.136  -0.553
H1 -0.415 1.392 -1.696  0.511
H2 0.378 2.097 1.298  0.503
H3 0.347 -0.722 -1.523  0.182
H4 -0.646 -1.102 1.514  0.176

Properties
- Multiplicity: 1
- Orbital gap: 0.3087 hartree
- Lowest unoccupied orbital energy: 0.0027 Ha
- Net charge: 0

=====

b.
Molecular formula: C3H4O4
Method: DFT, ωB97M-V/def2-TZVPD

Last column: natural (NBO) charge in e.
CARTESIAN COORDINATES (ANGSTROEM)
C1 0.343 -0.542 -0.406  0.799
C2 0.222 0.535 1.675  0.979
C3 -0.470 -0.689 -1.627  -0.725
O1 -0.207 0.508 0.376  -0.593
O2 1.274 -1.120 0.012  -0.505
O3 0.305 -0.408 2.405  -0.557
O4 0.450 1.769 2.014  -0.644
H1 -0.066 -1.338 -2.446  0.252
H2 -0.764 0.250 -1.933  0.239
H3 -1.422 -1.256 -1.287  0.257
H4 0.336 2.294 1.216  0.497

Properties
- Structure (SMILES): CC(=O)OC(=O)O
- Multiplicity: 1
- Orbital gap: 0.4193 hartree
- Lowest unoccupied orbital energy: 0.0154 Ha
- Net charge: 0

=====

Energy relative to the most stable one, in hartree: a 0.1278; b 0.0000

=====

a.
Molecular formula: C3H4O4
Method: DFT, ωB97M-V/def2-TZVPD

Last column: natural (NBO) charge in e.
CARTESIAN COORDINATES (ANGSTROEM)
C1 1.485 -0.371 0.007  -0.150
C2 0.416 0.502 0.470  0.417
C3 -1.033 0.289 0.057  0.787
O1 1.281 0.870 -0.607  -0.544
O2 0.214 1.101 1.557  -0.692
O3 -1.567 -0.780 0.533  -0.600
O4 -1.754 1.247 -0.380  -0.639
H1 2.331 -0.486 0.562  0.188
H2 1.114 -1.133 -0.615  0.158
H3 -2.565 -0.747 0.734  0.510
H4 -1.264 2.128 -0.841  0.566

Properties
- Multiplicity: 1
- Orbital gap: 0.3033 hartree
- Lowest unoccupied orbital energy: -0.0036 Ha
- Net charge: 0

=====

b.
Molecular formula: C3H4O4
Method: DFT, ωB97M-V/def2-TZVPD

Last column: natural (NBO) charge in e.
CARTESIAN COORDINATES (ANGSTROEM)
C1 0.855 0.124 -0.063  0.568
C2 -0.635 1.239 0.121  0.590
C3 1.883 -0.686 -0.168  -0.539
O1 -1.791 0.233 -0.220  -0.348
O2 0.168 0.633 1.057  -0.485
O3 -1.670 -1.165 -0.053  -0.450
O4 0.246 1.077 -0.914  -0.480
H1 -2.474 -1.506 0.369  0.470
H2 -1.058 2.227 0.313  0.199
H3 2.214 -1.232 0.696  0.238
H4 2.262 -0.945 -1.139  0.238

Properties
- Multiplicity: 1
- Orbital gap: 0.3760 hartree
- Lowest unoccupied orbital energy: 0.0289 Ha
- Net charge: 0

=====

Energy relative to the most stable one, in hartree: a 0.0000; b 0.0647

=====

a.
Molecular formula: C5H14N
Method: DFT, ωB97M-V/def2-TZVPD

Last column: natural (NBO) charge in e.
CARTESIAN COORDINATES (ANGSTROEM)
C1 -1.073 -1.840 0.388  -0.638
C2 -0.078 -0.711 0.470  -0.094
C3 0.102 0.063 -0.859  -0.426
C4 0.437 1.544 -0.640  -0.413
C5 -0.782 2.430 -0.395  -0.616
N1 1.282 -1.288 0.867  -1.113
H1 -1.270 -2.252 1.382  0.222
H2 -2.053 -1.578 -0.011  0.224
H3 -0.646 -2.635 -0.219  0.218
H4 -0.269 -0.048 1.306  0.210
H5 -0.755 -0.113 -1.513  0.217
H6 0.865 -0.492 -1.415  0.217
H7 0.948 1.837 -1.566  0.208
H8 1.219 1.629 0.118  0.202
H9 -0.443 3.438 -0.133  0.216
H10 -1.331 1.970 0.420  0.202
H11 -1.318 2.678 -1.310  0.215
H12 1.960 -0.475 0.928  0.299
H13 1.227 -1.756 1.798  0.316
H14 1.737 -1.943 0.194  0.334

Properties
- Multiplicity: 2
- Orbital gap (spin up / spin down): 0.1682 / 0.4587 hartree
- Lowest unoccupied orbital energy (spin up / spin down): 0.0392 / 0.0311 Ha
- Net charge: 0

=====

b.
Molecular formula: C5H14N
Method: DFT, ωB97M-V/def2-TZVPD

Last column: natural (NBO) charge in e.
CARTESIAN COORDINATES (ANGSTROEM)
C1 0.096 1.199 -1.066  -0.308
C2 -0.698 -0.057 -0.850  -0.426
C3 -0.677 -0.779 0.499  -0.216
C4 -1.349 0.027 1.577  -0.624
C5 0.641 -1.482 1.002  -0.633
N1 1.612 0.964 -1.167  -1.091
H1 -0.129 1.693 -2.010  0.218
H2 -0.072 1.923 -0.273  0.215
H3 -1.736 0.265 -1.021  0.218
H4 -0.530 -0.797 -1.638  0.219
H5 -1.292 -1.659 0.281  0.200
H6 -1.484 -0.529 2.507  0.216
H7 -0.798 0.916 1.895  0.205
H8 -2.387 0.312 1.375  0.213
H9 0.275 -2.452 1.326  0.216
H10 1.082 -0.955 1.841  0.216
H11 1.284 -1.692 0.153  0.207
H12 2.097 1.866 -0.966  0.307
H13 1.899 0.564 -2.115  0.270
H14 1.920 0.306 -0.428  0.379

Properties
- Multiplicity: 2
- Orbital gap (spin up / spin down): 0.1666 / 0.4455 hartree
- Lowest unoccupied orbital energy (spin up / spin down): 0.0355 / 0.0258 Ha
- Net charge: 0

=====

Energy relative to the most stable one, in hartree: a 0.0000; b 0.0038

=====

a.
Molecular formula: C8H28O6
Method: DFT, ωB97M-V/def2-TZVPD

Last column: natural (NBO) charge in e.
CARTESIAN COORDINATES (ANGSTROEM)
C1 -5.936 32.722 -11.635  -0.639
C2 -7.295 32.028 -11.613  -0.063
O1 -7.237 30.817 -12.363  -0.773
H1 -5.263 32.289 -10.896  0.209
H2 -6.049 33.799 -11.463  0.214
H3 -5.435 32.694 -12.607  0.200
H4 -8.023 32.690 -12.088  0.160
H5 -7.500 31.821 -10.564  0.181
H6 -7.278 31.097 -13.295  0.504
C3 -9.438 30.834 -15.255  -0.642
C4 -8.788 32.171 -15.515  -0.061
O2 -7.490 32.180 -14.901  -0.778
H7 -10.442 30.766 -15.677  0.219
H8 -9.604 30.632 -14.192  0.216
H9 -8.831 29.989 -15.577  0.215
H10 -9.360 32.984 -15.052  0.161
H11 -8.662 32.335 -16.590  0.168
H12 -7.082 33.031 -15.126  0.504
C5 -5.253 35.022 -15.119  -0.257
O3 -6.640 34.859 -15.387  -0.753
H13 -4.837 34.132 -14.644  0.189
H14 -4.675 35.090 -16.048  0.172
H15 -5.085 35.881 -14.471  0.180
H16 -7.029 35.719 -15.555  0.485
C6 -9.217 28.038 -18.526  -0.245
O4 -10.082 28.330 -19.599  -0.730
H17 -8.246 27.657 -18.858  0.165
H18 -8.962 28.971 -18.017  0.168
H19 -9.627 27.329 -17.809  0.171
H20 -9.738 28.040 -20.442  0.472
C7 -7.559 27.760 -13.235  -0.241
O5 -6.510 28.068 -12.360  -0.747
H21 -7.258 27.858 -14.288  0.144
H22 -7.775 26.700 -13.086  0.171
H23 -8.487 28.324 -13.129  0.163
H24 -6.460 29.034 -12.213  0.499
C8 -8.524 35.490 -12.336  -0.255
O6 -7.839 36.114 -11.265  -0.728
H25 -9.148 36.240 -12.828  0.160
H26 -7.865 34.997 -13.048  0.191
H27 -9.177 34.688 -11.972  0.161
H28 -8.449 36.652 -10.759  0.469

Properties
- Structure (SMILES): CCO.CCO.CO.CO.CO.CO
- Multiplicity: 1
- Orbital gap: 0.3578 hartree
- Lowest unoccupied orbital energy: 0.0129 Ha
- Net charge: 0

=====

b.
Molecular formula: C8H28O6
Method: DFT, ωB97M-V/def2-TZVPD

Last column: natural (NBO) charge in e.
CARTESIAN COORDINATES (ANGSTROEM)
O1 4.148 0.998 0.372  -0.971
H1 3.888 1.884 0.121  0.466
H2 3.589 0.786 1.120  0.447
O2 2.686 -0.040 1.822  -0.894
H3 3.469 -0.222 2.342  0.504
H4 2.428 -0.891 1.469  0.520
C1 -1.378 -0.186 -4.365  -0.639
C2 -0.859 0.858 -3.274  -0.041
O3 -0.825 2.192 -3.869  -0.736
H5 -0.924 0.111 -5.311  0.222
H6 -2.452 -0.011 -4.414  0.207
H7 -1.224 -1.243 -4.147  0.208
H8 0.115 0.500 -2.940  0.169
H9 -1.501 0.936 -2.397  0.149
H10 -0.914 2.820 -3.148  0.474
C3 0.514 0.219 -1.011  -0.668
C4 0.884 -0.165 0.397  -0.071
O4 1.128 0.974 1.077  -0.717
H11 0.690 -0.713 -1.549  0.205
H12 1.223 0.917 -1.455  0.228
H13 -0.504 0.517 -1.262  0.237
H14 1.849 -0.672 0.432  0.130
H15 0.085 -0.793 0.792  0.177
H16 1.837 0.892 1.719  0.513
C5 -0.364 -3.362 1.237  -0.636
C6 -0.453 -2.872 2.689  -0.073
O5 0.740 -2.538 3.363  -0.729
H17 0.008 -2.627 0.523  0.199
H18 -1.392 -3.536 0.922  0.223
H19 0.245 -4.244 1.035  0.221
H20 -1.077 -3.648 3.132  0.161
H21 -0.966 -1.926 2.860  0.167
H22 0.430 -2.352 4.252  0.471
C7 -2.508 2.519 1.159  -0.623
C8 -1.492 1.420 0.655  -0.062
O6 -0.284 2.075 0.414  -0.762
H23 -2.694 3.018 0.208  0.205
H24 -2.030 3.257 1.804  0.214
H25 -3.345 2.058 1.682  0.195
H26 -1.809 0.977 -0.289  0.131
H27 -1.386 0.683 1.451  0.127
H28 0.425 1.429 0.382  0.453

Properties
- Multiplicity: 1
- Orbital gap: 0.3049 hartree
- Lowest unoccupied orbital energy: 0.0046 Ha
- Net charge: 0

=====

Energy relative to the most stable one, in hartree: a 0.0000; b 0.2801